{"formula": "C2H2FO2S", "method": "ωB97M-V with the def2-TZVPD basis set", "relative_energy_ev": 1.696, "homo_ev": [-4.2, -4.2], "total_energy_ev": -19753.622, "homo_lumo_gap_ev": [7.484, 7.484], "largest_force_ha_per_bohr": 0.0270, "total_charge": -1, "elements": ["C", "C", "O", "O", "F", "S", "H", "H"], "xyz": [[-0.4265, 0.5849, -1.2046], [0.2081, -0.4333, -0.2400], [-1.1903, 1.4810, -0.9692], [0.1180, 0.1083, -2.2202], [-0.3694, -1.6347, -0.2725], [0.5451, -0.3472, 2.6067], [1.2893, -0.5183, -0.2484], [-0.1743, 0.7593, 2.5483]], "lowdin_charge": [-0.7212, -0.0637, 0.0437, 0.0229, 0.0209, 0.0180, 0.0829, -0.4036]}


{"formula": "C2H2FO2Sr", "method": "ωB97M-V with the def2-TZVPD basis set", "relative_energy_ev": 6.391, "homo_ev": [-5.5, -8.8], "total_energy_ev": -9747.353, "homo_lumo_gap_ev": [5.417, 8.567], "s_squared": 0.750, "largest_force_ha_per_bohr": 0.0620, "multiplicity": 2, "total_charge": 0, "elements": ["F", "C", "C", "H", "O", "O", "H", "Sr"], "xyz": [[-1.8526, 1.3524, 0.0213], [-0.9752, 0.3991, 0.1976], [-0.9946, -0.8907, 0.1380], [-1.7686, -1.5841, 0.4409], [0.6142, 1.0547, -0.2021], [1.3836, -0.0654, -0.7087], [0.3606, -1.1000, -0.3122], [3.2326, 0.8340, 0.4252]], "lowdin_charge": [0.0991, -0.3057, 0.0220, 0.0476, -0.3923, -0.6453, 0.1604, 1.0142]}